No. 1
A cluster of 2 separate species, C4H12OP2 in total in a non-equilibrium geometry, computed with ωB97M-V with the def2-TZVPD basis set.

Max |F|: 4.8 eV/A
Electronic energy: -24962.041 eV
HOMO-LUMO gap (spin up / spin down): 8.175 / 8.154 eV

CARTESIAN COORDINATES (ANGSTROEM)
C 1.19015 1.49362 -1.60550
C -1.66247 -0.61555 1.68948
C 1.77502 0.76061 -0.38915
C -1.08823 0.31605 0.69300
O 0.98634 -1.84906 2.25672
P 0.22311 -2.02193 -0.97694
P 0.60347 -0.39026 0.35709
H 0.96821 0.89953 -2.42239
H 0.20004 2.07040 -1.29638
H 1.89290 2.31582 -1.78514
H -2.70395 -0.40948 2.00392
H -1.79928 -1.59999 1.27125
H -1.06283 -0.75080 2.60465
H 2.20490 1.40049 0.31377
H 2.53017 0.10054 -0.69950
H -0.87762 1.30833 1.06446
H -1.59161 0.33227 -0.26337
H -0.71970 -2.73405 -0.11475
H 1.36637 -2.55398 -0.41004

=====

No. 2
A cluster of 2 separate species, C4H12OS in total in a non-equilibrium geometry, computed with ωB97M-V with the def2-TZVPD basis set.

SMILES: CCO.CSC
Max |F|: 1.6 eV/A
Electronic energy: -17224.637 eV
HOMO-LUMO gap: 9.675 eV

CARTESIAN COORDINATES (ANGSTROEM)
C 1.68995 2.75889 -0.65261
S 0.35006 1.49552 -0.67717
C 1.17596 0.16551 -1.57751
H 1.50531 3.45498 -1.44867
H 1.75840 3.13862 0.35970
H 2.62820 2.21962 -0.77516
H 1.88234 0.61931 -2.27289
H 0.43092 -0.35509 -2.16992
H 1.70916 -0.56838 -0.98296
C -1.20280 -1.77913 0.67418
O -1.51793 -0.90254 1.76104
C -1.03519 -3.17215 1.22905
H -0.27717 -1.42240 0.23204
H -1.98215 -1.73376 -0.10562
H -1.57610 0.00671 1.42324
H 0.01544 -3.43327 1.37372
H -1.47373 -3.91167 0.56421
H -1.51454 -3.29576 2.19335

=====

No. 3
A cluster of 2 separate species, C4H12OSSi in total in a non-equilibrium geometry, computed with ωB97M-V with the def2-TZVPD basis set.

Max |F|: 6.3 eV/A
Electronic energy: -25099.164 eV
HOMO-LUMO gap (spin up / spin down): 7.455 / 7.621 eV

CARTESIAN COORDINATES (ANGSTROEM)
C 1.06805 3.44507 -0.32200
C 1.81714 -0.77918 1.53698
C 0.76279 2.25172 -1.01069
C -3.04203 -2.78629 -0.67263
O 1.21447 1.06917 -0.46088
Si 1.71593 -0.40505 -0.30175
S -3.05353 -2.05339 0.98801
H 0.70097 4.38078 -0.74981
H 0.82419 3.49007 0.69714
H 2.11076 3.67602 -0.22406
H 2.77550 -1.39831 1.74163
H 1.76720 0.14334 2.05485
H 1.15971 -1.52389 2.05010
H -2.24934 -3.40145 -0.70641
H 0.53868 2.14111 -2.12463
H -4.00575 -3.48226 -0.68033
H -3.02173 -2.07734 -1.37430
H 0.89631 -1.41483 -1.15479
H -1.97932 -1.27528 0.71356

=====

No. 4
A cluster of 2 separate species, C4H12S in total in a non-equilibrium geometry, computed with ωB97M-V with the def2-TZVPD basis set.

Max |F|: 2.0 eV/A
Charge: -1
2S+1: 2
Electronic energy: -15175.750 eV
HOMO-LUMO gap (spin up / spin down): 2.513 / 8.798 eV

CARTESIAN COORDINATES (ANGSTROEM)
C 1.98493 -1.05853 -1.03640
C 3.32308 -0.40256 -1.01423
H 2.11230 -1.99016 -1.62080
H 1.69477 -1.42035 -0.04049
H 1.21029 -0.39673 -1.43547
H 4.09382 -1.16898 -0.82595
H 3.43327 0.38548 -0.26119
H 3.70971 0.08410 -1.92084
C -2.93167 0.24009 1.39545
C -1.52465 -0.30833 1.03767
S -0.61638 0.80268 -0.24958
H -3.13186 1.10447 0.74457
H -3.64032 -0.60259 1.28339
H -2.95906 0.49547 2.42744
H -1.61616 -1.31131 0.60763
H -0.81592 -0.39881 1.86065
H 0.22199 1.31912 0.62274

=====

No. 5
A cluster of 2 separate species, C4H12S in total in a non-equilibrium geometry, computed with ωB97M-V with the def2-TZVPD basis set.

Max |F|: 2.4 eV/A
Charge: -1
2S+1: 2
Electronic energy: -15176.096 eV
HOMO-LUMO gap (spin up / spin down): 2.474 / 8.509 eV

CARTESIAN COORDINATES (ANGSTROEM)
C -2.96146 0.65903 1.37226
C -1.61172 -0.15598 1.39697
H -2.91600 1.57535 1.98929
H -3.72626 -0.00269 1.77548
H -3.24234 0.95420 0.36377
H -1.45714 -0.44740 2.46704
H -1.61310 -0.96032 0.66581
H -0.82196 0.57361 1.19844
C 2.76212 -0.76143 -0.87615
C 1.37133 -0.42688 -1.45073
S 1.16723 1.41808 -1.19085
H 3.15714 -0.16643 -0.06116
H 3.57487 -0.71365 -1.61121
H 2.71274 -1.73239 -0.41931
H 1.19177 -0.71558 -2.48756
H 0.55764 -0.85930 -0.83925
H 1.85515 1.76177 -2.29284

=====

No. 6
A cluster of 2 separate species, C4H12S in total in a non-equilibrium geometry, computed with ωB97M-V with the def2-TZVPD basis set.

Max |F|: 1.9 eV/A
Charge: -1
2S+1: 2
Electronic energy: -15176.166 eV
HOMO-LUMO gap (spin up / spin down): 2.450 / 8.962 eV

CARTESIAN COORDINATES (ANGSTROEM)
C -2.16351 -0.88290 2.09489
C -0.79710 -1.42025 1.68801
H -2.83626 -1.66878 2.45821
H -2.59760 -0.32677 1.28505
H -2.10740 -0.24914 2.96699
H -0.31843 -1.96819 2.48619
H -0.94317 -2.13200 0.87140
H -0.13684 -0.66854 1.28763
C 1.89041 1.51651 -1.00739
C 1.38975 0.37966 -1.86531
S 0.52330 0.92298 -3.42965
H 2.97044 1.59508 -1.07243
H 1.43935 1.40032 -0.02482
H 1.41989 2.42291 -1.37069
H 2.16218 -0.28262 -2.22115
H 0.55670 -0.18515 -1.42420
H -0.45172 1.54689 -2.72272

=====

No. 7
A cluster of 2 separate species, C4H12S in total in a non-equilibrium geometry, computed with ωB97M-V with the def2-TZVPD basis set.

SMILES: CSC.CC
Max |F|: 3.2 eV/A
Electronic energy: -15176.557 eV
HOMO-LUMO gap: 9.234 eV

CARTESIAN COORDINATES (ANGSTROEM)
C -2.88841 -2.41563 -0.88349
C -1.94623 -1.29448 -0.66604
H -3.87400 -2.07647 -1.29199
H -3.20264 -2.87598 0.06208
H -2.56053 -3.21995 -1.55304
H -2.52428 -0.31814 -0.57258
H -1.29468 -0.98621 -1.44344
H -1.46396 -1.40212 0.28957
C 2.76233 0.61014 0.49289
C 0.10994 1.54735 -0.42062
S 1.08886 0.85415 0.87835
H 3.38363 0.39321 1.36840
H 3.44441 1.34637 0.12701
H 2.74425 -0.25305 -0.20941
H -0.62985 2.17400 0.05110
H -0.35377 0.66078 -0.97300
H 0.68379 2.20702 -1.04480

=====

No. 8
A cluster of 2 separate species, C4H12S in total in a non-equilibrium geometry, computed with ωB97M-V with the def2-TZVPD basis set.

SMILES: CSC.CC
Max |F|: 5.9 eV/A
Electronic energy: -15175.576 eV
HOMO-LUMO gap: 9.567 eV

CARTESIAN COORDINATES (ANGSTROEM)
C 0.61973 -1.36294 -0.31926
C -2.09893 -2.46143 0.10795
S -0.92049 -1.78694 -1.33296
H 0.34421 -0.84785 0.52276
H 1.26687 -1.07109 -1.05380
H -2.90147 -1.77158 0.50413
H -2.53764 -3.11329 -0.47198
H -1.47336 -2.74052 0.85643
H 1.22426 -2.29606 -0.02519
C 0.20038 2.10175 -0.34196
C 1.32467 2.16925 0.62311
H 0.24394 3.10777 -0.93184
H 0.28227 1.44329 -1.15072
H -0.64391 2.13918 0.20210
H 1.72971 1.23785 1.06348
H 1.00554 2.71197 1.53124
H 2.33423 2.54064 0.21652